Molecular formula: C23H30ClN3O5S
Method: DFT, ωB97M-V with the def2-TZVPD basis set

Atoms and positions in Å:
O1 -2.68 -1.04 1.30
S1 -2.71 -0.55 -0.06
O2 -2.17 -1.39 -1.09
N1 -4.25 -0.09 -0.54
C1 -5.04 0.52 0.51
H1 -4.37 1.13 1.11
C2 -5.73 -0.55 1.37
H2 -6.43 -0.09 2.06
O3 -6.48 -1.43 0.57
C3 -5.66 -2.09 -0.37
H3 -6.31 -2.76 -0.93
C4 -4.99 -1.07 -1.30
H4 -4.29 -1.57 -1.97
H5 -5.75 -0.54 -1.89
H6 -4.88 -2.67 0.14
H7 -4.96 -1.10 1.93
H8 -5.79 1.16 0.03
C5 -1.88 1.03 -0.11
C6 -1.48 1.66 1.05
C7 -0.79 2.86 0.98
C8 -0.50 3.42 -0.26
C9 -0.97 2.80 -1.42
C10 -1.65 1.61 -1.35
H9 -1.99 1.09 -2.24
H10 -0.76 3.27 -2.37
O4 0.20 4.58 -0.44
C11 1.27 4.90 0.42
C12 2.52 4.04 0.11
O5 3.64 4.85 0.37
H11 4.43 4.33 0.17
C13 2.58 2.73 0.93
N2 3.11 1.63 0.15
C14 3.64 0.58 1.01
C15 4.27 -0.53 0.16
N3 3.29 -1.12 -0.74
C16 2.51 -2.18 -0.29
C17 1.11 -2.17 -0.30
C18 0.36 -3.25 0.12
C19 0.99 -4.40 0.58
C20 2.37 -4.46 0.56
C21 3.11 -3.38 0.12
Cl1 4.83 -3.60 0.02
H12 2.88 -5.36 0.88
H13 0.41 -5.24 0.92
H14 -0.71 -3.17 0.09
H15 0.58 -1.30 -0.64
C22 2.69 -0.08 -1.55
C23 2.10 1.06 -0.73
H16 1.74 1.84 -1.41
H17 1.24 0.70 -0.14
H18 1.93 -0.52 -2.20
H19 3.50 0.32 -2.18
H20 4.69 -1.29 0.81
H21 5.07 -0.10 -0.45
H22 4.41 1.01 1.66
H23 2.85 0.14 1.64
H24 3.24 2.91 1.78
H25 1.58 2.48 1.33
H26 2.49 3.79 -0.96
H27 1.52 5.94 0.18
H28 1.01 4.84 1.47
H29 -0.50 3.35 1.90
H30 -1.69 1.18 1.99

Results
E_tot   -62402.03450 eV
Multiplicity   1
Charge   0
E_LUMO   0.474 eV
SMILES   O=S(=O)(c1ccc(OC[C@@H](O)CN2CCN(c3ccccc3Cl)CC2)cc1)N1CCOCC1


Molecular formula: C6H12N2O
Method: DFT, ωB97M-V with the def2-TZVPD basis set

Atoms and positions in Å:
C1 0.34 0.34 0.48
C2 -0.80 -0.88 -1.34
C3 1.62 -0.46 0.59
N1 -0.81 -0.20 -0.06
C4 0.36 1.58 -0.89
C5 -1.83 -1.20 2.14
C6 1.18 1.58 -1.93
O1 0.15 1.08 1.61
N2 -1.25 -1.48 1.07
H1 -0.72 1.49 1.57
H2 -0.30 2.39 -0.63
H3 -1.24 -0.23 -2.09
H4 -1.46 -1.74 -1.24
H5 0.18 -1.25 -1.66
H6 1.91 -0.86 -0.38
H7 2.41 0.17 0.98
H8 1.42 -1.29 1.26
H9 -1.88 -0.19 2.58
H10 -2.35 -2.00 2.69
H11 1.79 0.72 -2.18
H12 1.28 2.44 -2.57

Results
E_tot   -11439.60544 eV
Multiplicity   1
Charge   0
E_LUMO   0.963 eV
SMILES   C=C[C@@](C)(O)N(C)N=C
Relative energy (zero: lowest compared OMol25 entry of this formula, charge and spin)   488.7 kJ/mol


Molecular formula: CH2N2O3S
Method: DFT, ωB97M-V with the def2-TZVPD basis set

Atoms and positions in Å:
C1 -1.90 0.14 0.30
N1 0.90 0.18 -1.56
N2 -0.96 -0.36 0.85
O1 -2.69 0.61 -0.39
O2 1.85 -0.89 0.59
O3 1.26 1.51 0.52
S1 1.30 0.24 -0.11
H1 0.99 -0.73 -1.97
H2 -0.75 -0.70 1.77

Results
E_tot   -21025.66699 eV
Multiplicity   1
Charge   0
E_LUMO   0.101 eV
SMILES   N=S(=O)=O.N=C=O
Relative energy (zero: lowest compared OMol25 entry of this formula, charge and spin)   73.0 kJ/mol


Molecular formula: C4H8O2
Method: DFT, ωB97M-V with the def2-TZVPD basis set

Atoms and positions in Å:
C1 -1.31 0.55 -0.26
C2 -0.45 -0.56 -0.62
O1 -0.23 -0.79 -1.98
C3 0.97 -0.01 -0.03
C4 0.58 0.29 1.39
O2 1.95 -0.83 0.00
H1 -1.19 1.45 -0.86
H2 -2.30 0.40 0.18
H3 -0.58 0.85 0.95
H4 -0.70 -1.48 -0.07
H5 0.66 -1.17 -2.02
H6 1.09 0.95 -0.59
H7 0.24 -0.57 1.96
H8 1.27 0.93 1.95

Results
E_tot   -8367.60328 eV
Multiplicity   1
Charge   0
E_LUMO (alpha / beta)   -1.143 / -1.511 eV
Relative energy (zero: lowest compared OMol25 entry of this formula, charge and spin)   547.9 kJ/mol